No. 1
DFT (the ωB97M-V functional and the def2-TZVPD basis) results for a single C23H22N2O3S molecule.

Structure (ORCA input):
```
! wB97M-V def2-TZVPD RIJCOSX def2/J DEFGRID3
* xyz 0 1
C 6.221 2.171 0.763
H 6.621 1.970 1.762
H 5.692 3.123 0.773
H 7.045 2.223 0.045
O 5.264 1.212 0.385
C 5.652 -0.094 0.253
C 6.933 -0.552 0.534
C 7.243 -1.898 0.432
C 6.276 -2.806 0.046
C 5.005 -2.355 -0.257
C 4.671 -1.010 -0.175
N 3.346 -0.656 -0.517
C 3.117 0.549 -1.297
H 4.066 0.981 -1.612
C 2.303 1.584 -0.529
N 1.005 1.021 -0.204
C -0.076 1.830 -0.293
O 0.049 3.028 -0.512
C -1.437 1.287 -0.130
C -2.518 2.115 0.056
C -3.742 1.434 0.088
C -3.605 0.081 -0.093
C -4.741 -0.801 -0.056
C -4.691 -2.158 -0.358
C -5.821 -2.943 -0.244
C -7.011 -2.377 0.185
C -7.081 -1.029 0.488
C -5.955 -0.225 0.360
O -6.074 1.084 0.711
C -5.114 2.015 0.231
H -5.119 2.842 0.948
H -5.453 2.404 -0.745
H -8.000 -0.578 0.825
H -7.896 -2.989 0.283
H -5.774 -3.994 -0.483
H -3.749 -2.581 -0.678
S -1.950 -0.369 -0.286
H -2.404 3.178 0.159
C 1.001 -0.390 0.116
H 0.700 -0.984 -0.756
C 2.391 -0.833 0.561
H 2.677 -0.266 1.463
H 2.361 -1.893 0.830
H 0.297 -0.585 0.930
H 2.135 2.480 -1.129
H 2.835 1.877 0.382
H 2.560 0.264 -2.201
H 4.240 -3.047 -0.577
H 6.512 -3.856 -0.029
H 8.244 -2.228 0.662
H 7.699 0.137 0.855
*
```

Properties
**ΔE to the lowest compared entry with this formula, charge and spin**: 29.8 kcal per mole
**Structure (SMILES)**: COc1ccccc1N1CCN(C(=O)c2cc3c(s2)-c2ccccc2OC3)CC1

No. 2
DFT (the ωB97M-V functional and the def2-TZVPD basis) results for a single C23H22N4O2S molecule at a distorted geometry.

Structure (ORCA input):
```
! wB97M-V def2-TZVPD RIJCOSX def2/J DEFGRID3
* xyz 0 1
C 3.600 1.395 0.828
C 2.123 1.151 0.864
C 1.447 0.664 -0.235
C 0.076 0.420 -0.197
C -0.622 0.731 0.963
C 0.037 1.228 2.072
C 1.413 1.423 2.049
O 2.189 1.886 3.069
C 1.759 1.986 4.420
C 0.754 3.115 4.669
H 0.781 3.392 5.720
H 1.027 3.983 4.073
H -0.263 2.830 4.420
C 1.300 0.647 4.999
H 0.372 0.307 4.549
H 1.151 0.751 6.070
H 2.063 -0.109 4.822
H 2.697 2.266 4.920
H -0.546 1.460 2.947
H -1.692 0.591 1.005
C -0.608 -0.127 -1.357
N -0.303 0.256 -2.581
N -1.157 -0.351 -3.413
C -2.034 -1.122 -2.733
C -1.713 -1.036 -1.391
C -2.356 -1.765 -0.334
C -1.801 -2.299 0.765
S -0.115 -2.328 1.224
C -0.599 -3.256 2.674
N -1.843 -3.514 2.810
C -2.624 -3.032 1.790
O -3.820 -3.157 1.698
N 0.349 -3.607 3.542
H 1.315 -3.420 3.341
H 0.096 -4.168 4.337
H -3.419 -1.952 -0.451
H -2.794 -1.706 -3.208
C -1.065 -0.133 -4.790
C -0.042 0.686 -5.266
C 0.078 0.924 -6.620
C -0.815 0.352 -7.513
C -1.832 -0.460 -7.040
C -1.963 -0.706 -5.685
H -2.764 -1.339 -5.337
H -2.531 -0.908 -7.729
H -0.720 0.538 -8.572
H 0.872 1.559 -6.982
H 0.639 1.123 -4.553
H 1.986 0.445 -1.145
H 3.809 2.449 1.006
H 4.015 1.106 -0.133
H 4.093 0.831 1.618
*
```

Properties
**ΔE to the lowest compared entry with this formula, charge and spin**: 8.1 kcal per mole
**Structure (SMILES)**: Cc1cc(-c2nn(-c3ccccc3)cc2/C=C2\SC(N)=NC2=O)ccc1OC(C)C

No. 3
DFT (the ωB97M-V functional and the def2-TZVPD basis) results for a molecular structure, C23H22N5O7S2Ti.

Structure (ORCA input):
```
! wB97M-V def2-TZVPD RIJCOSX def2/J DEFGRID3
* xyz 0 2
Ti 0.304 0.825 0.482
O 4.001 -0.818 -0.792
C 2.958 -0.041 -0.510
O 2.254 -0.206 0.507
C 2.624 1.038 -1.383
C 3.277 1.541 -2.515
C 2.831 2.713 -3.072
C 1.757 3.417 -2.470
C 1.154 2.871 -1.377
N 1.533 1.675 -0.878
C 0.043 3.469 -0.562
O -0.568 4.466 -0.873
O -0.193 2.744 0.516
H 4.087 -1.471 -0.080
H 4.130 1.015 -2.922
H 3.323 3.119 -3.945
H 1.430 4.380 -2.835
C -3.853 3.540 -1.607
N -2.828 2.590 -2.007
C -2.183 2.859 -3.286
C -2.223 1.794 -1.127
O -1.191 1.161 -1.389
C -2.794 1.646 0.282
O -2.078 0.612 0.919
C -2.518 -0.678 0.480
C -1.309 -1.614 0.525
O -0.185 -0.940 0.167
N -1.518 -2.730 -0.351
C -0.378 -3.630 -0.427
C -2.764 -3.443 -0.126
H -3.396 4.488 -1.313
H -4.446 3.156 -0.782
H -4.525 3.710 -2.448
H -1.622 3.794 -3.225
H -2.948 2.938 -4.058
H -1.504 2.047 -3.523
H -3.864 1.422 0.275
H -2.622 2.567 0.838
H -2.865 -0.625 -0.555
H -3.328 -1.010 1.133
H 0.521 -3.066 -0.664
H -0.559 -4.353 -1.220
H -0.218 -4.176 0.512
H -2.894 -3.768 0.917
H -2.770 -4.337 -0.747
H -3.623 -2.838 -0.418
S -1.179 -2.138 2.372
C 0.542 -2.030 2.757
C 1.235 -3.232 2.894
C 2.557 -3.263 3.307
C 3.233 -4.524 3.410
N 3.757 -5.545 3.471
C 3.205 -2.057 3.607
C 2.524 -0.859 3.471
C 1.199 -0.821 3.035
S 0.450 0.766 2.855
C 4.578 -2.044 4.029
N 5.676 -2.014 4.366
H 0.726 -4.160 2.673
H 3.035 0.068 3.688
*
```

Properties
**ΔE to the lowest compared entry with this formula, charge and spin**: 2.1 kcal per mole

No. 4
DFT (the ωB97M-V functional and the def2-TZVPD basis) results for 2 unconnected molecules or ions with the total composition C23H22N6O2 at a distorted geometry.

Structure (ORCA input):
```
! wB97M-V def2-TZVPD RIJCOSX def2/J DEFGRID3
* xyz 0 1
C 1.363 -1.042 3.759
C 0.264 -1.779 4.017
C -0.864 -1.144 4.539
N -1.780 -0.581 4.980
C 0.250 -3.164 3.846
N 0.286 -4.317 3.704
C 2.620 -1.564 3.223
C 2.646 -2.352 2.073
C 3.839 -2.821 1.574
C 5.025 -2.530 2.215
C 5.016 -1.755 3.357
C 3.829 -1.268 3.853
H 1.320 0.010 3.986
H 1.719 -2.584 1.576
H 3.845 -3.420 0.678
H 5.957 -2.902 1.822
H 5.941 -1.534 3.863
H 3.820 -0.675 4.752
C -5.278 -1.543 -0.233
C -3.822 -1.292 -0.062
O -3.207 -1.985 0.724
N -3.197 -0.284 -0.807
C -3.928 0.400 -1.893
C -3.030 0.661 -3.092
N -1.786 1.319 -2.674
C -0.951 1.940 -3.711
C 0.053 2.896 -3.087
N 0.804 2.261 -1.984
C 2.152 2.582 -1.776
C 2.766 3.685 -2.563
O 2.847 1.987 -0.979
C 0.106 1.355 -1.135
C 0.675 0.836 0.020
N 0.091 0.020 0.877
C -1.145 -0.322 0.560
C -1.852 0.111 -0.555
C -1.196 0.960 -1.448
H -5.816 -0.631 -0.490
H -5.443 -2.290 -1.010
H -5.691 -1.925 0.701
H -4.787 -0.200 -2.205
H -4.319 1.345 -1.500
H -2.764 -0.286 -3.576
H -3.529 1.285 -3.843
H -0.427 1.139 -4.244
H -1.599 2.449 -4.434
H 0.748 3.246 -3.856
H -0.461 3.776 -2.688
H 2.037 4.458 -2.805
H 3.562 4.147 -1.979
H 3.198 3.296 -3.484
H 1.707 1.073 0.213
H -1.617 -1.048 1.200
*
```

Properties
**ΔE to the lowest compared entry with this formula, charge and spin**: 55.2 kcal per mole
**Structure (SMILES)**: CC(=O)N1CCN2CCN(C(C)=O)c3cncc1c32.N#CC(C#N)=Cc1ccccc1

No. 5
DFT (the ωB97M-V functional and the def2-TZVPD basis) results for 2 unconnected molecules or ions with the total composition C23H22NO3 at a distorted geometry.

Structure (ORCA input):
```
! wB97M-V def2-TZVPD RIJCOSX def2/J DEFGRID3
* xyz 1 1
C 1.802 6.212 0.286
C 0.417 5.646 -0.462
O 0.109 4.310 0.071
C -0.437 3.408 -0.955
C 0.286 1.901 -0.906
N 1.455 1.881 -1.906
C 2.540 2.957 -1.789
C 3.831 3.072 -2.798
C 4.017 1.947 -3.988
C 2.861 0.766 -4.078
C 1.602 0.822 -3.004
H 1.679 7.302 0.704
H 2.678 6.233 -0.512
H 2.116 5.435 1.113
H 0.655 5.679 -1.611
H -0.464 6.432 -0.281
H -0.388 3.816 -2.051
H -1.591 3.255 -0.695
H -0.568 1.139 -1.204
H 0.689 1.682 0.195
H 2.453 3.762 -0.937
H 4.612 3.945 -2.634
H 4.940 2.040 -4.710
H 2.957 -0.083 -4.897
H 0.756 -0.014 -3.102
C 1.683 -2.027 2.711
C 1.367 -1.206 1.629
C 0.163 -1.385 0.945
C -0.721 -2.397 1.336
C -0.394 -3.234 2.403
C 0.806 -3.041 3.099
C -1.296 -4.336 2.793
O -1.011 -5.069 3.731
C -2.543 -4.547 2.030
C -3.379 -5.624 2.352
C -4.567 -5.823 1.644
C -4.926 -4.945 0.622
C -4.092 -3.875 0.296
C -2.893 -3.682 0.995
C -2.000 -2.568 0.618
O -2.313 -1.799 -0.283
H 2.617 -1.881 3.250
H 2.056 -0.423 1.319
H -0.079 -0.737 0.104
H 1.063 -3.681 3.941
H -3.108 -6.312 3.151
H -5.212 -6.663 1.893
H -5.854 -5.096 0.076
H -4.376 -3.196 -0.507
*
```

Properties
**ΔE to the lowest compared entry with this formula, charge and spin**: 201.1 kcal per mole

No. 6
DFT (the ωB97M-V functional and the def2-TZVPD basis) results for a molecular structure, C23H23AuOP2 at a distorted geometry.

Structure (ORCA input):
```
! wB97M-V def2-TZVPD RIJCOSX def2/J DEFGRID3
* xyz 0 3
C -0.421 -0.766 -4.718
C -0.685 0.029 -5.835
C -0.467 1.418 -5.904
C 0.083 2.167 -4.841
C 0.404 1.566 -3.632
Au -0.102 -0.159 -2.890
P 0.083 -2.385 -2.102
H -0.687 -1.834 -4.830
H -1.058 -0.465 -6.744
H -0.679 1.930 -6.852
H 1.007 2.153 -2.906
H 0.349 3.217 -5.035
H 1.320 -2.751 -1.495
H 0.053 -3.435 -3.068
H -0.732 -3.067 -1.141
O 0.209 0.376 -1.060
P 0.109 -0.350 0.376
C 1.851 0.345 0.807
C 2.677 -0.200 1.840
C 3.946 0.306 2.113
C 4.475 1.321 1.331
C 3.734 1.828 0.270
C 2.445 1.360 0.016
C -1.528 0.614 0.803
C -2.318 0.387 1.985
C -3.538 1.019 2.209
C -4.059 1.874 1.258
C -3.358 2.096 0.077
C -2.117 1.482 -0.150
C -0.038 -1.305 2.037
C -0.459 -2.649 2.131
C -0.642 -3.256 3.393
C -0.397 -2.545 4.573
C 0.025 -1.222 4.505
C 0.190 -0.607 3.263
H 2.397 -1.028 2.464
H 4.528 -0.107 2.928
H 5.468 1.698 1.534
H 4.160 2.591 -0.366
H 1.944 1.802 -0.825
H -2.090 -0.290 2.778
H -4.091 0.818 3.122
H -5.018 2.344 1.432
H -3.788 2.737 -0.678
H -1.659 1.681 -1.102
H -0.683 -3.222 1.246
H -0.990 -4.279 3.469
H -0.545 -3.010 5.542
H 0.205 -0.663 5.417
H 0.484 0.435 3.250
*
```

No. 7
DFT (the ωB97M-V functional and the def2-TZVPD basis) results for a molecular structure, C23H23BN9O4Ti at a distorted geometry.

Structure (ORCA input):
```
! wB97M-V def2-TZVPD RIJCOSX def2/J DEFGRID3
* xyz 0 4
Ti 1.356 0.138 -0.286
C 0.801 -3.114 -1.818
C -0.202 -2.624 -0.828
C -1.407 -3.200 -0.440
C -1.960 -2.316 0.465
N -1.136 -1.269 0.616
N -0.035 -1.465 -0.190
B -1.155 0.011 1.539
N 0.141 -0.018 2.416
C 0.264 -0.169 3.739
C 1.608 -0.215 4.055
C 2.272 -0.098 2.834
C 3.741 -0.099 2.576
N 1.381 0.020 1.846
N -1.134 1.307 0.632
C -2.064 2.256 0.480
C -1.592 3.210 -0.403
C -0.329 2.760 -0.782
C 0.634 3.367 -1.744
N -0.060 1.616 -0.151
N -2.354 0.130 2.461
C -2.559 1.140 3.342
C -3.732 0.894 4.007
C -4.200 -0.318 3.459
C -5.445 -1.075 3.800
N -3.371 -0.770 2.534
H 0.787 -4.201 -1.859
H 0.580 -2.726 -2.814
H 1.816 -2.800 -1.568
H -1.820 -4.136 -0.774
H -2.878 -2.347 1.021
H -0.607 -0.244 4.368
H 2.048 -0.325 5.030
H 4.275 -0.162 3.522
H 4.034 -0.948 1.957
H 4.058 0.794 2.039
H -3.004 2.188 1.003
H -2.097 4.102 -0.730
H 0.530 4.451 -1.742
H 1.666 3.115 -1.499
H 0.439 3.004 -2.755
H -1.854 1.951 3.429
H -4.192 1.493 4.774
H -6.020 -0.553 4.563
H -6.081 -1.198 2.924
H -5.205 -2.068 4.180
O 1.576 -0.327 -7.262
C 2.585 -0.255 -6.568
O 3.800 -0.267 -6.686
C 2.157 -0.107 -5.019
C 0.779 0.003 -4.664
C 0.470 0.115 -3.349
N 1.401 0.128 -2.338
C 2.742 0.083 -2.728
C 3.136 -0.053 -4.038
C 3.731 0.297 -1.640
O 4.910 0.074 -1.726
O 3.140 0.756 -0.486
H 0.011 -0.016 -5.420
H -0.564 0.173 -3.026
H 4.188 -0.093 -4.276
*
```

Properties
**ΔE to the lowest compared entry with this formula, charge and spin**: 13.2 kcal per mole

No. 8
DFT (the ωB97M-V functional and the def2-TZVPD basis) results for 3 unconnected molecules or ions with the total composition C23H23Br2F5N3O9S at a distorted geometry.

Structure (ORCA input):
```
! wB97M-V def2-TZVPD RIJCOSX def2/J DEFGRID3
* xyz -1 1
C 8.061 -4.647 0.947
C 7.408 -3.954 -0.345
O 7.909 -4.207 -1.492
N 6.236 -3.058 -0.299
C 6.320 -2.081 0.839
C 5.163 -2.428 1.927
C 3.688 -2.267 1.285
C 2.830 -1.123 2.072
C 1.251 -1.423 1.851
C 0.301 -0.321 1.285
C -1.252 -0.558 0.997
C -2.093 0.694 0.410
O -2.816 1.321 1.279
O -2.038 1.117 -0.901
C -1.907 -1.958 1.281
C -3.469 -2.205 0.938
C -3.639 -3.673 0.321
C -4.491 -4.718 1.177
F -3.878 -6.028 0.945
Br -4.476 -4.457 3.137
C -6.024 -4.906 0.638
F -6.710 -3.664 0.610
F -6.633 -5.870 1.534
Br -6.035 -5.828 -1.153
C -0.948 -3.042 1.893
N -1.280 -4.394 2.257
S 0.065 -5.246 2.899
N 1.235 -3.994 2.753
C 0.612 -2.816 2.189
H 7.358 -4.637 1.866
H 9.053 -4.107 1.148
H 8.274 -5.739 0.671
H 6.257 -2.486 -1.168
H 7.366 -2.033 1.302
H 6.067 -1.025 0.434
H 5.323 -3.479 2.377
H 5.226 -1.693 2.817
H 3.184 -3.291 1.295
H 3.844 -1.996 0.168
H 3.034 -0.148 1.481
H 3.119 -1.036 3.173
H 0.739 0.712 1.050
H -4.175 -1.932 1.791
H -3.698 -1.454 0.084
H -4.188 -3.552 -0.696
H -2.620 -4.145 0.043
C -1.824 4.499 -0.192
C -0.386 4.666 0.177
O 0.127 5.460 -0.876
C -0.923 6.211 -1.308
O -0.814 7.188 -1.999
O -2.111 5.726 -0.855
F 0.260 3.477 0.172
H -1.990 3.665 -0.881
H -2.464 4.364 0.681
H -0.222 5.172 1.133
C -3.017 7.612 -3.846
C -3.929 8.649 -4.418
O -4.377 8.060 -5.621
C -4.351 6.715 -5.396
O -4.910 5.908 -6.083
O -3.616 6.402 -4.292
F -3.248 9.782 -4.721
H -2.000 7.680 -4.241
H -2.973 7.650 -2.758
H -4.787 8.892 -3.785
*
```

No. 9
DFT (the ωB97M-V functional and the def2-TZVPD basis) results for a molecular structure, C23H23BrClCoN6P at a distorted geometry.

Structure (ORCA input):
```
! wB97M-V def2-TZVPD RIJCOSX def2/J DEFGRID3
* xyz 1 5
Co 0.712 -0.070 -0.554
C -3.691 -3.181 -0.255
N -2.543 -2.558 -0.949
C -2.341 -2.658 -2.306
C -1.260 -1.771 -2.536
N -0.833 -1.244 -1.353
C -1.627 -1.738 -0.418
P -1.514 -1.532 1.379
C -1.344 0.291 1.469
N -0.570 1.039 0.704
C -0.882 2.351 1.011
C -1.813 2.383 2.026
N -2.147 1.068 2.238
C -3.034 0.514 3.253
C 0.257 -2.138 1.446
N 1.213 -1.577 0.726
C 2.332 -2.319 0.848
C 2.017 -3.397 1.599
N 0.683 -3.335 1.936
C -0.006 -4.253 2.882
H -3.262 -3.971 0.384
H -4.403 -3.610 -0.942
H -4.113 -2.383 0.429
H -3.024 -3.210 -2.970
H -0.808 -1.577 -3.543
H -0.376 3.153 0.494
H -2.191 3.247 2.558
H -2.627 0.808 4.262
H -3.097 -0.578 3.144
H -4.074 0.869 3.197
H 3.285 -2.101 0.425
H 2.645 -4.213 1.914
H 0.170 -3.845 3.881
H 0.450 -5.196 2.760
H -1.084 -4.239 2.609
Br 3.045 1.138 1.301
C 2.419 2.562 0.140
C 2.346 3.795 0.753
C 1.871 4.863 0.027
C 1.231 4.699 -1.117
C 1.176 3.398 -1.716
C 0.490 3.242 -2.910
C 0.477 1.982 -3.554
C 1.223 0.922 -3.048
C 1.906 0.946 -1.789
C 1.860 2.269 -1.135
H 2.737 3.884 1.795
H 1.999 5.868 0.439
H 0.833 5.501 -1.728
H -0.086 4.128 -3.245
H -0.195 1.834 -4.385
H 1.168 -0.009 -3.570
Cl 4.681 0.956 -2.363
C 3.185 0.091 -1.907
H 3.518 -0.449 -1.018
H 3.014 -0.651 -2.716
*
```

Properties
**ΔE to the lowest compared entry with this formula, charge and spin**: 12.6 kcal per mole

Calculated total energy (eV), listed in the same order as above: -44165.56315; -45099.00733; -90780.32930; -37242.59779; -31825.14261; -48535.06952; -69620.60435; -211624.42409; -162639.09161